Computed, not measured: a structure of composition C27H42BrN4O3SW at a distorted geometry, with wB97M-V/def2-TZVPD.

CARTESIAN COORDINATES (ANGSTROEM)
W -0.160 0.212 0.397
N -1.667 -1.126 1.765
C -2.331 -2.203 1.044
C -2.818 -1.622 -0.280
N -1.731 -1.002 -1.071
C -2.374 -0.150 -2.098
C -2.442 1.285 -1.588
N -1.072 1.668 -1.235
C -0.920 -2.060 -1.705
C 0.423 -1.538 -2.219
N 1.155 -0.923 -1.104
H -1.182 -1.467 2.596
H -2.346 -0.425 2.077
H -3.191 -2.606 1.597
H -1.620 -3.018 0.887
H -3.542 -0.839 -0.039
H -3.322 -2.396 -0.873
H -3.372 -0.525 -2.349
H -1.785 -0.174 -3.019
H -3.050 1.369 -0.680
H -2.876 1.940 -2.351
H -1.081 2.621 -0.852
H -0.499 1.728 -2.083
H -1.468 -2.527 -2.532
H -0.715 -2.823 -0.951
H 0.284 -0.800 -3.016
H 0.976 -2.385 -2.640
H 1.917 -0.340 -1.459
H 1.610 -1.674 -0.574
C 6.444 -3.837 2.956
C 5.800 -2.793 3.877
C 5.656 -3.393 5.283
C 6.734 -1.576 3.943
C 4.430 -2.355 3.391
C 3.705 -3.066 2.443
C 2.520 -2.537 1.992
Br 1.423 -3.572 0.803
C 1.980 -1.292 2.368
O 0.952 -0.805 1.707
C 2.608 -0.699 3.491
C 3.808 -1.236 3.936
C 2.085 0.560 4.164
C 0.591 0.802 3.924
C 2.903 1.718 3.582
C 2.268 0.495 5.688
H 7.458 -4.033 3.300
H 6.498 -3.474 1.930
H 5.909 -4.784 2.975
H 6.634 -3.690 5.657
H 5.014 -4.271 5.267
H 5.226 -2.671 5.973
H 7.752 -1.911 4.120
H 6.458 -0.906 4.752
H 6.711 -1.021 3.008
H 4.051 -4.008 2.049
H 4.293 -0.737 4.756
H 0.372 1.021 2.878
H 0.269 1.661 4.509
H 0.012 -0.062 4.247
H 2.927 1.640 2.497
H 3.926 1.680 3.947
H 2.459 2.670 3.856
H 1.890 -0.446 6.083
H 1.705 1.304 6.143
H 3.302 0.614 5.992
O -2.514 3.370 1.103
C -1.468 2.792 1.355
O -1.403 1.496 1.449
C -0.208 3.563 1.632
C -0.372 4.673 2.464
C 0.704 5.433 2.871
C 1.975 5.126 2.405
C 2.149 4.059 1.550
C 1.075 3.256 1.171
S 1.523 1.910 0.106
H -1.370 4.906 2.796
H 0.551 6.254 3.552
H 2.832 5.708 2.713
H 3.130 3.809 1.175

ΔE to the lowest compared entry with this formula, charge and spin in eV: 0.5829
LUMO energy (spin up / spin down) in eV: -3.2 / -3.2
Net charge: +1
<S²>: 2.011
Orbital gap (spin up / spin down) in eV: 7.0 / 7.3
Energy in eV: -123484.7578
Largest force on an atom in eV/A: 1.64
Multiplicity: 3
E_HOMO (spin up / spin down) in Eh: -0.37596 / -0.38356

***

Computed, not measured: a structure of composition C11H20ClIIrN2O2P at a distorted geometry, with wB97M-V/def2-TZVPD.

CARTESIAN COORDINATES (ANGSTROEM)
C 0.120 -3.187 0.266
C 1.664 -2.907 0.797
H 0.223 -4.243 -0.097
H -0.550 -2.718 -0.572
H -0.515 -3.090 1.138
O 2.539 -2.275 0.258
I 4.031 -1.254 3.200
Ir -0.407 1.068 -0.623
P -0.308 1.323 -2.854
C 1.345 1.692 -3.515
C -0.941 0.103 -4.057
H -2.139 2.896 -2.566
H -0.803 3.352 -3.756
H -0.564 3.476 -1.928
C -1.067 2.991 -2.762
H -2.015 -0.088 -3.891
H -0.740 0.574 -5.026
H 1.195 1.923 -4.585
H 2.007 0.816 -3.376
H -0.389 -0.844 -3.929
H 1.724 2.557 -2.955
C 1.395 1.298 -0.543
O 2.493 1.568 -0.162
Cl -2.620 0.432 -1.642
C 1.158 -1.901 3.942
C 0.226 -1.227 3.037
C -0.821 -0.431 3.406
C -1.216 0.305 2.286
N -0.305 0.151 1.331
N 0.561 -0.898 1.720
C -2.321 1.270 2.200
H 1.550 -1.143 4.648
H 0.784 -2.747 4.569
H 2.079 -2.337 3.445
H -1.137 -0.418 4.430
H 1.578 -0.673 1.598
H -2.992 1.102 3.049
H -1.937 2.309 2.246
H -2.888 1.172 1.273

ΔE to the lowest compared entry with this formula, charge and spin in eV: 1.4764
LUMO energy (spin up / spin down) in eV: -7.8 / -11.4
Net charge: +2
<S²>: 6.023
Orbital gap (spin up / spin down) in eV: 6.3 / 3.4
Energy in eV: -51535.6235
Largest force on an atom in eV/A: 8.64
Multiplicity: 5
E_HOMO (spin up / spin down) in Eh: -0.51665 / -0.54193

***

Computed, not measured: a cluster of 2 separate species, C5H13N2 in total at a distorted geometry, with wB97M-V/def2-TZVPD.

CARTESIAN COORDINATES (ANGSTROEM)
C 2.887 -0.956 0.345
C -1.002 0.568 1.383
C 1.936 0.750 -0.934
C -2.498 0.845 -0.402
C -1.211 -1.206 -0.016
N 1.879 -0.248 0.102
N -1.479 0.126 0.344
H 2.893 -1.576 1.249
H 3.801 -0.802 -0.260
H -0.174 -0.096 1.692
H -1.403 1.517 1.784
H 2.885 0.521 -1.588
H 1.068 0.659 -1.447
H 2.158 1.806 -0.558
H -2.385 0.757 -1.458
H -3.509 0.604 -0.067
H -2.368 1.839 -0.070
H -1.866 -1.733 0.681
H -1.508 -1.738 -0.945
H -0.104 -1.637 0.166

ΔE to the lowest compared entry with this formula, charge and spin in eV: 2.6937
LUMO energy (spin up / spin down) in eV: -4.8 / -6.0
Net charge: +1
<S²>: 2.006
Orbital gap (spin up / spin down) in eV: 4.0 / 8.1
Energy in eV: -8362.0799
Largest force on an atom in eV/A: 6.66
Multiplicity: 3
E_HOMO (spin up / spin down) in Eh: -0.32148 / -0.51548

***

Computed, not measured: the ion C2H8IN4 with charge +1 at a distorted geometry, with wB97M-V/def2-TZVPD.

CARTESIAN COORDINATES (ANGSTROEM)
C -1.517 -1.146 -0.236
C -0.158 -0.593 0.188
N 0.522 0.182 -0.805
N 1.431 1.163 0.247
N 0.737 0.795 1.677
N -0.436 0.387 1.313
I -2.147 1.813 1.182
H -2.039 -0.187 -0.618
H -1.493 -1.835 -1.143
H -1.959 -1.752 0.589
H 0.376 -1.310 0.629
H -0.083 0.760 -1.356
H 1.314 2.064 -0.252
H 2.361 0.679 0.270
H 0.880 1.611 2.290

ΔE to the lowest compared entry with this formula, charge and spin in eV: 2.6922
LUMO energy in eV: -5.1
Net charge: +1
SMILES string: C[C@H]1N[NH2+]NN1I
Orbital gap in eV: 8.4
Energy in eV: -16252.8581
Largest force on an atom in eV/A: 5.45
Multiplicity: 1
E_HOMO in Eh: -0.49364

***

Computed, not measured: a structure of composition C18H6Cl5FN4OSW at a distorted geometry, with wB97M-V/def2-TZVPD.

CARTESIAN COORDINATES (ANGSTROEM)
W 1.321 0.691 -0.396
Cl -0.440 7.314 -1.869
C -0.254 5.734 -1.313
C 0.650 4.863 -1.960
Cl 1.705 5.472 -3.131
C 0.581 3.548 -1.507
Cl 1.539 2.321 -2.365
C -0.266 3.115 -0.492
O -0.179 1.771 -0.118
C -1.072 4.008 0.200
Cl -1.804 3.459 1.678
C -1.039 5.346 -0.221
Cl -1.939 6.440 0.737
S -2.142 -5.773 1.316
N -1.162 -5.387 0.113
C -0.760 -4.126 0.226
C 0.137 -3.443 -0.660
C 0.736 -4.039 -1.797
C 1.524 -3.267 -2.607
C 1.579 -1.903 -2.400
N 1.077 -1.350 -1.260
C 0.401 -2.151 -0.406
C -0.019 -1.518 0.856
N 0.563 -0.326 1.201
C 0.254 0.229 2.380
C -0.676 -0.312 3.228
C -1.254 -1.535 2.916
C -0.863 -2.180 1.725
C -1.323 -3.491 1.378
N -2.167 -4.307 2.034
H 0.520 -5.107 -1.897
H 2.103 -3.753 -3.342
H 2.146 -1.149 -2.994
H 0.713 1.221 2.513
H -0.926 0.217 4.114
H -1.944 -1.995 3.584
F 2.681 1.362 0.537

ΔE to the lowest compared entry with this formula, charge and spin in eV: 0.5800
LUMO energy (spin up / spin down) in eV: -7.9 / -8.4
Net charge: +2
<S²>: 2.012
Orbital gap (spin up / spin down) in eV: 6.7 / 6.3
Energy in eV: -104747.0852
Largest force on an atom in eV/A: 3.27
Multiplicity: 3
E_HOMO (spin up / spin down) in Eh: -0.53669 / -0.53754

***

Computed, not measured: the ion C5H8 with charge -1 at a distorted geometry, with wB97M-V/def2-TZVPD.

CARTESIAN COORDINATES (ANGSTROEM)
C 0.825 0.915 0.397
C 1.606 1.818 -0.240
C -0.413 0.300 -0.146
C -0.664 -1.034 0.455
C -1.420 -2.024 -0.081
H 1.027 0.676 1.439
H 2.532 2.204 0.189
H 1.530 2.184 -1.261
H -1.316 0.964 -0.095
H -0.301 0.158 -1.260
H 0.015 -1.241 1.289
H -1.462 -3.026 0.331
H -1.958 -1.894 -1.016

ΔE to the lowest compared entry with this formula, charge and spin in eV: 1.0215
LUMO energy (spin up / spin down) in eV: 4.8 / 4.7
Net charge: -1
<S²>: 0.755
Orbital gap (spin up / spin down) in eV: 3.5 / 8.6
Energy in eV: -5311.5489
Largest force on an atom in eV/A: 1.34
Multiplicity: 2
E_HOMO (spin up / spin down) in Eh: 0.04659 / -0.14489

***

Computed, not measured: a structure of composition H2LiO at a distorted geometry, with wB97M-V/def2-TZVPD.

CARTESIAN COORDINATES (ANGSTROEM)
O -0.214 0.181 -0.334
H 0.527 0.774 -0.596
H -0.190 -0.551 -0.992
Li -0.124 -0.404 1.922

ΔE to the lowest compared entry with this formula, charge and spin in eV: 0.3796
LUMO energy in eV: -5.2
Net charge: +1
Orbital gap in eV: 12.3
Energy in eV: -2278.9539
Largest force on an atom in eV/A: 1.08
Multiplicity: 1
E_HOMO in Eh: -0.64546